Density functional theory data (ωB97M-V/def2-TZVPD) for a 12-piece molecular cluster, C54H117Cl6F9N6O6 overall in a non-equilibrium geometry.

Element x y z (Å)
C: 3.347 -5.698 -2.231
C: 2.568 -5.079 -1.150
O: 2.146 -3.751 -1.531
C: 1.405 -3.613 -2.639
O: 0.694 -4.415 -3.143
C: 1.463 -2.141 -3.120
F: 2.216 -2.051 -4.275
F: 0.253 -1.781 -3.505
F: 2.025 -1.302 -2.266
H: 2.699 -5.844 -3.065
H: 3.601 -6.688 -1.910
H: 4.264 -5.211 -2.546
H: 3.225 -4.841 -0.284
H: 1.630 -5.616 -0.963
C: -6.425 -3.415 3.300
C: -5.230 -3.119 2.377
O: -5.368 -1.981 1.498
C: -5.932 -2.217 0.292
O: -6.410 -3.227 -0.138
C: -5.793 -0.926 -0.560
F: -4.514 -0.813 -0.986
F: -6.626 -0.912 -1.558
F: -5.999 0.190 0.115
H: -7.336 -3.687 2.734
H: -6.708 -2.602 3.924
H: -6.051 -4.259 3.872
H: -5.078 -3.944 1.715
H: -4.341 -2.961 3.023
C: -1.081 1.059 9.965
C: -1.187 1.491 8.529
O: -1.694 0.326 7.729
C: -1.576 0.421 6.403
O: -1.084 1.316 5.761
C: -2.343 -0.759 5.719
F: -3.627 -0.451 5.495
F: -1.883 -1.126 4.524
F: -2.334 -1.827 6.498
H: -0.535 0.134 10.176
H: -2.048 0.931 10.376
H: -0.579 1.819 10.585
H: -0.325 1.957 8.123
H: -2.001 2.246 8.582
C: 0.969 2.856 -0.549
C: 0.724 1.356 -0.494
N: -0.606 1.018 -0.048
C: -0.690 -0.408 0.259
C: -1.929 -0.698 1.098
C: -1.680 1.617 -0.841
C: -1.700 1.131 -2.287
H: 0.686 3.305 -1.502
H: 2.024 3.088 -0.526
H: 0.486 3.413 0.246
H: 1.119 0.823 -1.459
H: 1.415 0.890 0.216
H: -0.622 -1.117 -0.563
H: 0.267 -0.573 0.820
H: -2.051 -0.035 1.986
H: -2.826 -0.595 0.503
H: -1.884 -1.780 1.363
H: -1.676 2.665 -0.834
H: -2.564 1.304 -0.283
H: -0.849 1.570 -2.889
H: -2.643 1.397 -2.749
H: -1.570 0.034 -2.264
C: 5.439 2.206 2.177
C: 4.438 2.900 3.032
N: 3.624 1.813 3.738
C: 2.161 1.808 3.293
C: 1.403 0.475 3.514
C: 3.570 1.877 5.174
C: 4.909 1.401 5.732
H: 6.060 1.482 2.716
H: 6.181 2.884 1.722
H: 4.949 1.658 1.335
H: 4.948 3.577 3.719
H: 3.749 3.400 2.373
H: 1.584 2.644 3.779
H: 2.201 2.039 2.237
H: 0.394 0.524 3.132
H: 1.873 -0.335 2.953
H: 1.291 0.086 4.547
H: 2.834 1.118 5.502
H: 3.279 2.849 5.554
H: 5.715 2.080 5.531
H: 5.158 0.487 5.187
H: 4.954 1.217 6.811
C: -3.219 -0.687 -5.384
C: -2.615 -2.034 -5.584
N: -3.552 -3.003 -6.109
C: -4.769 -3.061 -5.302
C: -4.587 -3.238 -3.806
C: -2.923 -4.330 -6.308
C: -3.729 -5.174 -7.324
H: -3.916 -0.696 -4.542
H: -3.745 -0.352 -6.254
H: -2.421 0.066 -5.132
H: -1.820 -1.926 -6.290
H: -2.037 -2.493 -4.685
H: -5.397 -2.148 -5.419
H: -5.356 -3.861 -5.709
H: -4.128 -4.205 -3.592
H: -4.006 -2.514 -3.322
H: -5.519 -3.251 -3.271
H: -2.813 -4.902 -5.347
H: -1.878 -4.191 -6.647
H: -3.336 -4.874 -8.314
H: -4.777 -5.029 -7.274
H: -3.573 -6.230 -7.064
C: 8.331 6.273 -2.117
C: 7.308 5.874 -1.051
N: 5.898 6.100 -1.346
C: 5.092 5.396 -0.367
C: 3.670 5.867 -0.261
C: 5.557 5.776 -2.718
C: 5.500 4.322 -3.187
H: 8.250 7.375 -2.312
H: 8.269 5.784 -3.072
H: 9.335 6.130 -1.626
H: 7.526 4.849 -0.834
H: 7.520 6.321 -0.081
H: 5.003 4.326 -0.614
H: 5.513 5.566 0.616
H: 3.189 5.351 0.612
H: 3.570 6.940 -0.087
H: 3.105 5.504 -1.107
H: 6.121 6.438 -3.406
H: 4.529 6.147 -2.870
H: 5.370 4.251 -4.288
H: 4.620 3.846 -2.769
H: 6.420 3.783 -2.830
C: -1.409 5.288 -2.960
C: -0.598 6.339 -3.624
N: 0.700 6.366 -3.034
C: 1.777 6.112 -3.986
C: 1.829 4.672 -4.353
C: 0.977 7.548 -2.126
C: 0.300 7.448 -0.773
H: -1.189 5.216 -1.874
H: -1.144 4.348 -3.331
H: -2.459 5.511 -3.026
H: -0.579 6.019 -4.718
H: -1.079 7.288 -3.519
H: 1.648 6.725 -4.921
H: 2.697 6.408 -3.473
H: 2.646 4.457 -4.994
H: 1.958 4.036 -3.466
H: 0.922 4.284 -4.878
H: 0.591 8.455 -2.616
H: 2.073 7.562 -1.951
H: 0.620 8.359 -0.234
H: 0.515 6.538 -0.161
H: -0.790 7.469 -0.861
C: -4.357 -6.707 1.168
C: -3.726 -5.997 -0.062
N: -2.351 -5.902 -0.210
C: -1.668 -7.233 -0.135
C: -2.101 -8.234 -1.149
C: -1.855 -5.139 -1.304
C: -2.031 -3.654 -1.111
H: -3.728 -6.687 2.111
H: -4.421 -7.755 0.947
H: -5.331 -6.315 1.416
H: -4.320 -6.508 -0.878
H: -4.192 -4.984 -0.154
H: -0.600 -7.038 -0.302
H: -1.816 -7.587 0.871
H: -1.736 -9.266 -0.977
H: -3.213 -8.355 -1.178
H: -1.782 -7.892 -2.165
H: -2.293 -5.484 -2.256
H: -0.793 -5.237 -1.442
H: -3.077 -3.364 -0.868
H: -1.759 -3.072 -1.996
H: -1.448 -3.267 -0.284
Cl: 5.302 -2.496 4.344
C: 4.259 -2.649 2.958
C: 4.765 -1.667 1.916
Cl: 3.729 -1.929 0.471
H: 3.248 -2.326 3.231
H: 4.191 -3.660 2.628
H: 5.818 -1.875 1.578
H: 4.641 -0.606 2.268
Cl: -0.606 -4.003 4.996
C: -1.392 -4.294 3.458
C: -0.381 -4.804 2.437
Cl: 0.672 -3.512 1.808
H: -1.817 -3.351 3.076
H: -2.105 -5.063 3.663
H: -0.887 -5.231 1.599
H: 0.275 -5.510 2.951
Cl: -4.522 1.456 2.700
C: -3.228 2.479 3.242
C: -2.583 3.229 2.092
Cl: -1.351 4.340 2.795
H: -2.507 1.860 3.772
H: -3.652 3.240 3.866
H: -3.308 3.880 1.608
H: -2.087 2.552 1.373

The net charge is 0. For the frontier orbital gap, the calculation gives 8.482 eV. As for the HOMO energy: -8.0 eV. The LUMO energy is 0.46 eV. The spin multiplicity is 1. The value obtained for the largest force on an atom is 4.41 eV Å⁻¹.